(1)
{
  "formula": "C23H16Cl40O4",
  "method": "ωB97M-V/def2-TZVPD",
  "symbols": ["C", "C", "C", "C", "C", "O", "C", "O", "O", "O", "C", "C", "C", "C", "C", "C", "C", "H", "H", "H", "H", "H", "H", "H", "H", "H", "H", "H", "H", "H", "H", "H", "H", "Cl", "C", "Cl", "Cl", "Cl", "Cl", "C", "Cl", "Cl", "Cl", "Cl", "C", "Cl", "Cl", "Cl", "Cl", "C", "Cl", "Cl", "Cl", "Cl", "C", "Cl", "Cl", "Cl", "Cl", "C", "Cl", "Cl", "Cl", "Cl", "C", "Cl", "Cl", "Cl", "Cl", "C", "Cl", "Cl", "Cl", "Cl", "C", "Cl", "Cl", "Cl", "Cl", "C", "Cl", "Cl", "Cl"],
  "xyz": [[2.826, 0.002, 0.841], [1.756, 1.091, 1.055], [2.219, 2.091, 2.127], [2.972, 3.309, 1.586], [3.841, 3.230, 0.325], [3.237, 4.360, -0.416], [2.800, 5.253, 0.492], [2.793, 6.454, 0.408], [2.293, 4.567, 1.582], [1.329, 1.716, -0.145], [0.069, 1.256, -0.592], [-1.081, 1.901, 0.164], [-0.858, 3.088, 0.803], [-1.820, 3.725, 1.535], [-3.056, 3.136, 1.621], [-3.290, 1.972, 0.961], [-2.330, 1.338, 0.229], [2.693, -0.532, -0.102], [2.684, -0.746, 1.628], [3.832, 0.409, 0.964], [0.883, 0.575, 1.479], [2.902, 1.556, 2.782], [1.375, 2.465, 2.711], [3.722, 3.470, 2.375], [3.684, 2.395, -0.348], [4.875, 3.561, 0.396], [-0.028, 1.471, -1.660], [0.058, 0.160, -0.504], [0.116, 3.556, 0.739], [-1.569, 4.646, 2.041], [-3.806, 3.642, 2.217], [-4.274, 1.513, 1.000], [-2.512, 0.399, -0.282], [5.569, 0.685, 5.077], [6.906, 0.851, 3.930], [6.775, -0.406, 2.687], [6.838, 2.441, 3.161], [8.435, 0.685, 4.788], [-2.658, -1.579, -1.634], [-3.987, -2.477, -0.887], [-4.858, -3.383, -2.131], [-3.340, -3.593, 0.319], [-5.096, -1.345, -0.105], [-6.738, -4.646, -3.877], [-7.590, -4.903, -5.411], [-6.917, -6.318, -6.228], [-9.306, -5.166, -5.092], [-7.392, -3.482, -6.438], [12.435, -2.223, 3.083], [10.939, -2.871, 3.765], [9.580, -1.847, 3.286], [10.681, -4.514, 3.167], [11.062, -2.901, 5.531], [-8.940, -0.956, -0.334], [-9.362, -2.663, -0.526], [-8.967, -3.538, 0.960], [-11.093, -2.808, -0.853], [-8.447, -3.351, -1.873], [-5.038, -5.243, 4.252], [-3.343, -4.850, 4.565], [-3.229, -3.217, 5.227], [-2.671, -6.006, 5.719], [-2.433, -4.934, 3.050], [-10.937, -3.245, -10.705], [-9.231, -2.874, -10.424], [-9.085, -1.252, -9.736], [-8.548, -4.043, -9.290], [-8.351, -2.948, -11.955], [6.056, 1.171, -1.291], [7.788, 1.532, -1.176], [8.015, 3.185, -0.589], [8.611, 0.392, -0.098], [8.495, 1.384, -2.788], [-8.287, 3.553, -8.095], [-6.972, 2.395, -8.323], [-7.180, 1.039, -7.206], [-6.998, 1.793, -9.985], [-5.425, 3.188, -8.007], [7.499, 0.861, 8.358], [9.110, 0.344, 8.869], [10.084, 1.763, 9.270], [8.971, -0.698, 10.289], [9.888, -0.553, 7.557]],
  "forces_ev_per_angstrom": [[-0.416, 0.069, 0.265], [-0.509, -0.768, 0.624], [-0.521, 0.408, -1.324], [2.328, -0.634, 2.628], [-1.934, 1.787, -1.630], [0.633, 0.486, -0.066], [-0.831, 0.857, 0.360], [-0.107, -1.581, -0.198], [0.337, -0.035, -1.295], [0.430, 0.292, -0.197], [-0.160, -0.273, -0.057], [0.921, -0.534, -0.454], [1.428, 0.921, -0.013], [0.032, 0.217, 0.270], [-0.326, 1.364, 0.908], [-1.828, -1.021, -0.129], [0.508, -0.741, -0.507], [0.150, 0.244, -0.086], [0.183, 0.077, 0.013], [0.079, -0.137, -0.352], [0.026, 0.062, -0.037], [-0.059, 0.021, 0.205], [0.059, -0.058, 0.011], [-0.089, -0.018, 0.072], [0.162, -0.269, 0.352], [0.144, -0.719, 0.569], [0.254, 0.176, 0.067], [-0.299, 0.071, 0.042], [0.033, -0.113, -0.057], [-0.168, 0.071, 0.025], [-0.246, -0.260, -0.084], [-0.012, 0.079, 0.118], [-0.171, 0.287, 0.253], [-0.020, 0.013, -0.081], [0.068, 0.016, 0.049], [-0.192, 0.089, 0.127], [-0.072, -0.006, -0.065], [-0.239, 0.276, 0.031], [-0.038, -0.319, -0.227], [-0.006, -0.064, 0.067], [0.427, 0.289, 0.238], [-0.117, 0.146, -0.122], [0.006, -0.029, -0.020], [-0.100, -0.452, -0.591], [-0.033, 0.015, -0.052], [-0.005, 0.040, 0.024], [0.052, 0.011, 0.010], [0.148, 0.018, 0.373], [-0.035, -0.011, 0.025], [0.018, -0.014, -0.082], [0.272, -0.363, -0.061], [0.012, 0.035, 0.032], [0.005, -0.043, -0.096], [-0.015, -0.031, -0.004], [0.014, 0.005, -0.015], [0.005, 0.026, -0.031], [0.042, 0.004, 0.011], [-0.314, 0.210, 0.352], [0.043, 0.012, -0.005], [-0.053, 0.018, 0.026], [0.000, -0.036, -0.026], [-0.014, 0.029, -0.038], [0.106, -0.112, 0.165], [0.045, 0.009, 0.006], [-0.025, -0.045, -0.017], [0.009, -0.008, -0.017], [-0.148, -0.020, -0.361], [-0.022, 0.013, 0.038], [0.213, -0.100, 0.178], [0.133, -0.040, -0.181], [-0.065, -0.096, 0.049], [-0.176, 0.147, -0.067], [0.022, 0.050, -0.054], [0.027, -0.034, -0.003], [0.010, 0.010, 0.001], [-0.005, 0.017, -0.020], [0.002, 0.015, 0.030], [-0.040, -0.027, -0.005], [0.040, -0.018, 0.014], [0.001, 0.027, 0.025], [-0.023, -0.033, -0.018], [0.009, 0.017, -0.037], [-0.005, 0.014, 0.129]],
  "lowdin_charge": [-0.03, -0.38, -0.05, -0.26, -0.05, 0.05, -0.53, 0.16, 0.07, -0.13, -0.14, -0.19, -0.04, -0.07, -0.10, -0.10, -0.06, 0.09, 0.09, 0.05, 0.14, 0.11, 0.13, 0.14, 0.09, 0.11, 0.14, 0.12, 0.11, 0.11, 0.11, 0.09, 0.02, 0.53, -2.02, 0.49, 0.53, 0.49, 0.57, -2.00, 0.48, 0.51, 0.54, 0.43, -2.02, 0.54, 0.54, 0.51, 0.53, -2.04, 0.47, 0.53, 0.51, 0.51, -2.04, 0.52, 0.53, 0.47, 0.52, -2.05, 0.53, 0.53, 0.49, 0.53, -2.05, 0.50, 0.49, 0.53, 0.55, -2.03, 0.53, 0.51, 0.53, 0.52, -2.06, 0.51, 0.51, 0.53, 0.51, -2.05, 0.53, 0.53, 0.47],
  "lumo_ev": -0.12,
  "largest_force_ev_per_a": 3.57,
  "smiles": "C[C@@H](C[C@H]1COC(=O)O1)OCc1ccccc1.ClC(Cl)(Cl)Cl.ClC(Cl)(Cl)Cl.ClC(Cl)(Cl)Cl.ClC(Cl)(Cl)Cl.ClC(Cl)(Cl)Cl.ClC(Cl)(Cl)Cl.ClC(Cl)(Cl)Cl.ClC(Cl)(Cl)Cl.ClC(Cl)(Cl)Cl.ClC(Cl)(Cl)Cl",
  "spin_multiplicity": 1,
  "homo_lumo_gap_ev": 9.130
}

---

(2)
{
  "formula": "C23H16O6PTb",
  "method": "ωB97M-V/def2-TZVPD",
  "symbols": ["O", "C", "Tb", "O", "C", "C", "O", "C", "O", "C", "O", "H", "O", "P", "C", "C", "C", "C", "C", "C", "C", "C", "C", "C", "C", "C", "C", "C", "C", "C", "C", "C", "H", "H", "H", "H", "H", "H", "H", "H", "H", "H", "H", "H", "H", "H", "H"],
  "xyz": [[-1.223, -3.287, -0.392], [-1.175, -2.143, -0.239], [-0.757, 0.380, 0.339], [2.079, -1.959, 0.359], [1.277, -1.129, 0.395], [1.214, 1.688, -0.524], [2.122, 2.232, -0.968], [-0.871, 1.161, -2.051], [-0.771, 2.042, -2.859], [0.284, -0.220, -1.897], [1.062, -0.531, -2.734], [-1.838, 0.837, -1.343], [-0.887, 0.796, 2.307], [-0.865, 0.506, 3.847], [-2.029, -0.829, 4.125], [-3.229, -0.581, 4.823], [-4.215, -1.579, 4.888], [-4.016, -2.801, 4.240], [-2.820, -3.051, 3.551], [-1.836, -2.063, 3.486], [0.820, 0.005, 4.239], [1.865, 0.881, 3.907], [3.190, 0.510, 4.151], [3.461, -0.728, 4.732], [2.434, -1.606, 5.059], [1.103, -1.236, 4.824], [-1.253, 1.998, 4.757], [-1.170, 1.994, 6.174], [-1.307, 3.191, 6.882], [-1.527, 4.383, 6.197], [-1.635, 4.387, 4.805], [-1.512, 3.195, 4.095], [-3.378, 0.381, 5.328], [-5.132, -1.385, 5.456], [-4.786, -3.578, 4.296], [-2.648, -4.013, 3.072], [-0.906, -2.264, 2.947], [1.630, 1.853, 3.464], [3.980, 1.217, 3.908], [4.495, -0.996, 4.948], [2.642, -2.569, 5.531], [0.288, -1.908, 5.106], [-0.973, 1.053, 6.702], [-1.223, 3.169, 7.978], [-1.596, 5.308, 6.766], [-1.808, 5.325, 4.287], [-1.590, 3.206, 3.011]],
  "forces_ev_per_angstrom": [[0.148, 4.536, 0.423], [-0.314, -4.630, -0.242], [0.843, -0.389, -1.485], [-2.805, 3.234, -0.097], [3.227, -3.881, 0.794], [3.728, 2.112, -1.157], [-3.092, -1.715, 1.392], [1.154, 3.493, -1.236], [-1.372, -2.593, 1.858], [1.979, -2.087, -1.483], [-2.456, 1.490, 2.017], [-0.929, 0.152, -1.993], [-0.169, 0.541, 0.711], [0.255, -0.260, 1.082], [-0.632, 0.281, 0.134], [0.168, -0.246, -0.009], [0.236, 0.211, -0.018], [0.080, 0.031, 0.171], [0.013, 0.345, 0.063], [-0.147, -0.193, -0.074], [-0.050, -0.309, -0.063], [0.132, -0.045, -0.085], [-0.646, 0.314, -0.092], [0.322, -0.017, 0.025], [-0.511, 0.066, 0.113], [0.117, -0.057, 0.030], [-0.037, 0.044, 0.734], [0.112, -0.068, -0.424], [0.073, -0.714, 0.115], [0.062, -0.037, -0.129], [-0.037, -0.076, 0.360], [0.083, 0.178, -0.256], [-0.007, -0.427, -0.241], [0.386, -0.135, -0.314], [0.342, 0.343, -0.048], [-0.086, 0.192, 0.110], [-0.195, 0.001, 0.178], [0.179, -0.226, 0.190], [-0.055, -0.276, 0.096], [-0.281, 0.008, -0.079], [0.012, 0.341, -0.186], [0.330, 0.188, -0.064], [-0.043, 0.420, -0.119], [-0.077, 0.097, -0.614], [-0.048, -0.125, -0.216], [0.001, -0.174, -0.003], [0.004, 0.058, 0.132]],
  "lowdin_charge": [0.17, -0.02, 1.39, 0.19, -0.07, -0.03, 0.22, -0.35, 0.16, -0.32, 0.17, 0.04, -0.56, 0.91, -0.29, -0.04, -0.04, -0.03, -0.05, -0.11, -0.29, -0.08, -0.05, -0.04, -0.04, -0.06, -0.30, -0.06, -0.04, -0.04, -0.04, -0.08, 0.11, 0.13, 0.13, 0.12, 0.10, 0.12, 0.12, 0.13, 0.12, 0.11, 0.12, 0.13, 0.12, 0.12, 0.10],
  "total_charge": 2,
  "lumo_ev": [-8.54, -8.40],
  "largest_force_ev_per_a": 5.11,
  "spin_multiplicity": 7,
  "homo_lumo_gap_ev": [6.172, 6.428],
  "s_squared": 12.7380
}